36
Properties=species:S:1:pos:R:3 method="wB97M-V/def2-TZVPD" multiplicity=1 e_lumo_ev=-1.859 e_homo_ev=-7.73
C -1.562 2.741 2.314
C -0.488 3.135 1.338
N 0.407 4.005 1.553
C -0.535 2.355 0.047
N 0.728 2.287 -0.670
C 1.790 1.593 0.022
C 1.701 0.038 0.015
O 0.460 -0.347 -0.537
C 0.002 -1.633 -0.191
C 1.068 -2.718 -0.309
N 1.679 -2.704 -1.674
C -1.122 -1.992 -1.188
O -1.801 -0.843 -1.597
O -2.901 -1.322 -2.391
C -0.644 -1.688 1.251
O -0.150 -2.559 1.992
O -1.574 -0.879 1.436
H -1.678 3.485 3.101
H -2.510 2.546 1.815
H -1.259 1.806 2.793
H 0.260 4.424 2.472
H -0.984 1.376 0.250
H -1.248 2.887 -0.594
H 0.582 1.907 -1.593
H 1.845 1.938 1.050
H 2.736 1.878 -0.444
H 2.547 -0.384 -0.545
H 1.814 -0.332 1.039
H 0.555 -3.673 -0.152
H 1.826 -2.648 0.463
H 1.594 -1.773 -2.075
H 2.666 -2.924 -1.642
H -1.809 -2.671 -0.678
H -0.714 -2.474 -2.104
H -3.638 -0.866 -1.962
Li 0.357 -3.972 -2.605